The following is a quantum chemistry calculation of a molecular structure, C32H26CrNO2P2S2, from OMol25.

```
66
C32H26CrNO2P2S2 | OMol25 | wB97M-V/def2-TZVPD
Cr 1.578 -2.236 -0.454
S 4.003 -2.458 -0.223
C 3.367 -2.299 1.363
N 2.062 -2.367 1.531
C 1.670 -2.157 2.833
C 0.359 -2.116 3.297
C 0.149 -1.865 4.638
C 1.222 -1.666 5.512
C 2.529 -1.715 5.060
C 2.744 -1.956 3.709
S 4.249 -2.039 2.839
H -0.464 -2.303 2.619
H -0.861 -1.831 5.024
H 1.028 -1.483 6.560
H 3.352 -1.571 5.746
O -0.419 -2.336 -0.328
P -1.200 -1.203 -0.974
C -1.021 0.277 0.052
P 0.689 0.940 0.001
O 1.660 -0.088 -0.506
C 1.090 1.455 1.661
C 2.378 1.197 2.120
C 2.734 1.565 3.407
C 1.811 2.191 4.231
C 0.524 2.449 3.774
C 0.161 2.079 2.491
C 0.633 2.333 -1.129
C -0.247 3.399 -0.953
C -0.274 4.432 -1.873
C 0.583 4.407 -2.968
C 1.467 3.355 -3.138
C 1.493 2.314 -2.222
C -2.937 -1.569 -1.157
C -3.926 -0.586 -1.147
C -5.249 -0.934 -1.369
C -5.587 -2.260 -1.596
C -4.607 -3.241 -1.601
C -3.283 -2.900 -1.384
C -0.496 -0.892 -2.595
C -0.984 0.120 -3.416
C -0.372 0.385 -4.631
C 0.731 -0.353 -5.035
C 1.223 -1.373 -4.228
C 0.603 -1.637 -3.017
H -1.245 -0.061 1.070
H -1.735 1.058 -0.211
H 3.090 0.692 1.477
H 3.732 1.354 3.767
H 2.091 2.476 5.236
H -0.197 2.930 4.422
H -0.852 2.271 2.155
H -0.904 3.446 -0.091
H -0.955 5.260 -1.735
H 0.562 5.217 -3.685
H 2.142 3.342 -3.983
H 2.173 1.482 -2.349
H -3.684 0.454 -0.964
H -6.014 -0.170 -1.360
H -6.620 -2.531 -1.765
H -4.873 -4.275 -1.770
H -2.520 -3.669 -1.376
H -1.841 0.712 -3.117
H -0.758 1.173 -5.262
H 1.203 -0.142 -5.984
H 2.074 -1.962 -4.538
H 0.964 -2.521 -2.463
```

Results
Multiplicity: 5
Highest occupied orbital energy (spin up / spin down), Eh: -0.374 / -0.379
Charge: +1

***

The following is a quantum chemistry calculation of a molecular structure, C32H26CsF3I2N6O5S, from OMol25.

```
76
C32H26CsF3I2N6O5S | OMol25 | wB97M-V/def2-TZVPD
Cs -3.624 -1.278 23.023
I -12.280 -1.974 24.823
C -10.189 -1.929 24.823
C -9.409 -1.025 25.606
C -8.063 -0.975 25.456
I -6.826 0.168 26.687
C -7.397 -1.646 24.340
O -6.292 -1.198 23.870
C -8.077 -2.761 23.745
C -7.377 -3.739 22.750
N -6.123 -4.333 23.280
C -6.237 -5.105 24.532
C -5.153 -6.192 24.620
C -4.929 -6.722 25.895
C -3.904 -7.676 25.975
C -3.200 -8.128 24.810
C -3.493 -7.422 23.603
N -4.460 -6.459 23.543
C -9.432 -2.877 24.078
H -9.932 -0.414 26.345
H -7.104 -3.144 21.867
H -8.073 -4.510 22.406
H -5.592 -4.847 22.560
H -7.298 -5.545 24.731
H -6.041 -4.475 25.481
H -5.637 -6.511 26.801
H -3.739 -8.105 26.965
H -2.353 -8.825 24.763
H -3.034 -7.584 22.612
H -10.018 -3.577 23.399
C 1.813 1.685 25.920
C 1.727 2.695 24.899
C 0.864 2.495 23.861
C -0.142 1.453 23.936
C -0.068 0.522 24.939
C 0.999 0.556 25.892
N -1.304 1.575 23.117
N -1.321 2.321 22.112
C -2.525 2.231 21.372
C -2.706 3.246 20.365
C -3.980 3.551 19.940
C -5.054 2.796 20.340
C -4.840 1.681 21.181
C -3.609 1.405 21.692
H 2.492 1.944 26.756
H 2.426 3.552 25.014
H 0.665 3.164 22.957
H -0.894 -0.199 24.914
H 1.169 -0.242 26.620
H -1.733 3.700 20.161
H -4.140 4.496 19.386
H -6.032 2.966 19.850
H -5.643 0.964 21.161
N 1.716 -1.930 18.928
C 1.302 -2.899 19.791
O 2.122 -3.609 20.403
C -0.143 -3.242 19.924
C -0.603 -4.013 21.021
C -1.968 -4.358 21.203
N -2.923 -3.844 20.357
C -2.535 -3.196 19.265
C -1.177 -2.913 19.031
H 2.709 -1.860 18.770
H 1.064 -1.380 18.388
H 0.010 -4.338 21.820
H -2.356 -4.832 22.116
H -3.305 -2.826 18.606
H -0.891 -2.249 18.188
F -0.258 -2.451 23.694
C -0.362 -3.159 24.868
F 0.106 -4.451 24.615
F 0.473 -2.525 25.701
S -2.167 -3.405 25.389
O -2.806 -4.082 24.268
O -2.010 -4.243 26.604
O -2.657 -2.012 25.518
```

Results
ΔE to the lowest compared entry with this formula, charge and spin, kJ/mol: 7.0
Highest occupied orbital energy, Eh: -0.045
Charge: -2

***

The following is a quantum chemistry calculation of a molecular structure, C32H26F4IrNO3P2, from OMol25.

```
69
C32H26F4IrNO3P2 | OMol25 | wB97M-V/def2-TZVPD
Ir -1.562 -1.610 -0.694
O 0.380 -1.509 -0.225
P 1.540 -0.584 -0.545
C 0.917 1.021 -1.004
P -0.595 1.530 -0.129
O -1.625 0.477 -0.351
C -1.154 3.058 -0.832
C -1.276 3.158 -2.208
C -2.126 4.117 -2.792
C -2.698 5.047 -1.958
C -2.452 5.031 -0.572
C -1.726 4.008 0.032
C 0.050 1.630 1.535
C 0.895 2.654 1.913
C 1.500 2.672 3.167
C 1.285 1.592 3.971
C 0.393 0.576 3.652
C -0.238 0.585 2.406
C 2.652 -0.372 0.783
C 3.647 0.633 0.667
C 4.631 0.780 1.646
C 4.659 -0.116 2.703
C 3.731 -1.127 2.803
C 2.707 -1.230 1.865
C 2.442 -1.190 -1.961
C 3.062 -2.432 -1.768
C 3.853 -3.092 -2.712
C 4.060 -2.440 -3.924
C 3.453 -1.196 -4.169
C 2.620 -0.589 -3.219
H 0.645 1.041 -2.101
H 1.607 1.828 -0.887
H -0.813 2.496 -2.943
H -2.167 4.167 -3.856
H -3.261 5.868 -2.366
H -2.879 5.857 -0.017
H -1.566 3.998 1.130
H 1.033 3.525 1.283
H 2.163 3.471 3.455
H 1.830 1.537 4.921
H 0.121 -0.192 4.370
H -0.993 -0.154 2.158
H 3.622 1.247 -0.232
H 5.349 1.591 1.579
H 5.473 0.019 3.441
H 3.751 -1.922 3.603
H 1.936 -1.997 2.012
H 2.892 -2.923 -0.795
H 4.388 -4.037 -2.460
H 4.843 -2.743 -4.607
H 3.634 -0.650 -5.042
H 2.137 0.352 -3.428
F -7.657 -1.716 -0.482
C -6.366 -1.738 -0.593
C -5.686 -1.648 0.648
C -4.322 -1.625 0.540
C -3.628 -1.721 -0.695
C -4.414 -1.891 -1.900
C -5.772 -1.916 -1.887
H -6.369 -1.573 1.471
H -3.743 -1.545 1.454
H -3.914 -2.142 -2.833
H -6.389 -2.049 -2.763
F -2.109 -4.047 -1.854
C -1.565 -3.671 -0.714
F -0.309 -4.166 -0.579
F -2.250 -4.265 0.279
O -1.249 -4.329 6.607
N -1.029 -3.420 6.003
```

Results
ΔE to the lowest compared entry with this formula, charge and spin, kJ/mol: 0.0
Multiplicity: 5
Highest occupied orbital energy (spin up / spin down), Eh: -0.431 / -0.525
Charge: +2

***

Per-record max |F|, eV/Å: 0.69; 3.42; 3.23